A 11-piece molecular cluster, C36H101N7O11 overall in a non-equilibrium geometry. Source: OMol25; level of theory: ωB97M-V/def2-TZVPD.

Bonds (Å) are listed after each position.
Cartesian coordinates (Å):
1 C 1.040 6.341 2.285  O2 1.410, H7 1.096, H8 1.096, H9 1.086
2 O -0.131 5.675 2.702  C1 1.410, C3 1.408
3 C 0.096 4.329 3.046  O2 1.408, C4 1.526, H10 1.095, H11 1.100
4 C -1.139 3.625 3.602  C3 1.526, C5 1.526, N6 1.494, H12 1.094
5 C -1.660 4.170 4.929  C4 1.526, H13 1.090, H14 1.092, H15 1.091
6 N -0.981 2.141 3.662  C4 1.494, H16 1.021, H17 1.017
7 H 1.497 5.707 1.517  C1 1.096
8 H 1.735 6.389 3.130  C1 1.096
9 H 0.736 7.306 1.890  C1 1.086
10 H 0.454 3.759 2.182  C3 1.095
11 H 0.876 4.380 3.820  C3 1.100
12 H -1.919 3.776 2.849  C4 1.094
13 H -2.596 3.699 5.230  C5 1.090
14 H -1.908 5.221 4.768  C5 1.092
15 H -0.880 4.043 5.682  C5 1.091
16 H -0.089 1.919 4.106  N6 1.021
17 H -1.630 1.935 4.417  N6 1.017
18 C -1.740 -3.548 5.362  O19 1.427, H24 1.094, H25 1.093, H26 1.089
19 O -2.631 -3.399 4.256  C18 1.427, C20 1.432
20 C -1.917 -2.957 3.096  O19 1.432, C21 1.538, H27 1.092, H28 1.096
21 C -2.872 -2.831 1.897  C20 1.538, C22 1.536, N23 1.467, H29 1.093
22 C -3.410 -4.170 1.370  C21 1.536, H30 1.094, H31 1.090, H32 1.089
23 N -2.110 -2.258 0.782  C21 1.467, H33 1.020, H34 1.031
24 H -1.492 -4.594 5.566  C18 1.094
25 H -2.257 -3.302 6.293  C18 1.093
26 H -0.842 -2.936 5.303  C18 1.089
27 H -1.471 -1.973 3.254  C20 1.092
28 H -1.322 -3.850 2.873  C20 1.096
29 H -3.648 -2.090 2.102  C21 1.093
30 H -4.006 -4.737 2.090  C22 1.094
31 H -2.615 -4.831 1.023  C22 1.090
32 H -4.126 -3.973 0.573  C22 1.089
33 H -1.832 -1.285 0.910  N23 1.020
34 H -1.230 -2.792 0.721  N23 1.031
35 C 4.257 6.039 1.605  O36 1.415, H41 1.090, H42 1.093, H43 1.092
36 O 3.785 4.941 0.848  C35 1.415, C37 1.406
37 C 4.631 3.824 0.733  O36 1.406, C38 1.545, H44 1.092, H45 1.098
38 C 4.648 2.781 1.872  C37 1.545, C39 1.547, N40 1.471, H46 1.095
39 C 3.248 2.257 2.273  C38 1.547, H47 1.093, H48 1.087, H49 1.088
40 N 5.412 3.221 3.050  C38 1.471, H50 1.016, H51 1.016
41 H 3.989 6.965 1.097  C35 1.090
42 H 5.342 5.979 1.719  C35 1.093
43 H 3.795 6.046 2.595  C35 1.092
44 H 4.399 3.312 -0.204  C37 1.092
45 H 5.681 4.100 0.568  C37 1.098
46 H 5.309 1.962 1.571  C38 1.095
47 H 3.026 1.616 1.416  C39 1.093
48 H 2.474 3.013 2.372  C39 1.087
49 H 3.343 1.673 3.186  C39 1.088
50 H 5.078 4.097 3.441  N40 1.016
51 H 6.347 3.413 2.702  N40 1.016
52 C -0.389 -3.788 -7.226  O53 1.431, H58 1.095, H59 1.091, H60 1.086
53 O 0.635 -3.534 -6.260  C52 1.431, C54 1.430
54 C 0.211 -3.816 -4.924  O53 1.430, C55 1.525, H61 1.098, H62 1.091
55 C 1.064 -2.948 -4.004  C54 1.525, C56 1.528, N57 1.459, H63 1.092
56 C 2.408 -3.634 -3.759  C55 1.528, H64 1.097, H65 1.085, H66 1.093
57 N 0.511 -2.777 -2.665  C55 1.459, H67 1.023, H68 1.014
58 H -1.201 -3.077 -7.041  C52 1.095
59 H -0.760 -4.800 -7.060  C52 1.091
60 H -0.019 -3.594 -8.228  C52 1.086
61 H -0.780 -3.361 -4.792  C54 1.098
62 H 0.159 -4.858 -4.608  C54 1.091
63 H 1.104 -1.992 -4.531  C55 1.092
64 H 2.941 -3.616 -4.717  C56 1.097
65 H 2.266 -4.632 -3.358  C56 1.085
66 H 3.056 -3.015 -3.133  C56 1.093
67 H -0.503 -2.646 -2.702  N57 1.023
68 H 0.793 -1.935 -2.173  N57 1.014
69 C -2.479 3.496 -2.395  O70 1.385, H75 1.096, H76 1.094, H77 1.096
70 O -1.652 2.931 -3.352  C69 1.385, C71 1.435
71 C -1.907 1.567 -3.719  O70 1.435, C72 1.509, H78 1.095, H79 1.093
72 C -0.712 1.090 -4.507  C71 1.509, C73 1.541, N74 1.478, H80 1.096
73 C -0.316 1.969 -5.710  C72 1.541, H81 1.087, H82 1.091, H83 1.088
74 N -1.059 -0.286 -4.916  C72 1.478, H84 1.020, H85 1.017
75 H -2.575 2.915 -1.471  C69 1.096
76 H -3.449 3.807 -2.794  C69 1.094
77 H -2.083 4.424 -1.967  C69 1.096
78 H -1.986 1.072 -2.745  C71 1.095
79 H -2.829 1.411 -4.285  C71 1.093
80 H 0.150 1.045 -3.831  C72 1.096
81 H 0.464 1.435 -6.246  C73 1.087
82 H 0.072 2.862 -5.217  C73 1.091
83 H -1.175 2.289 -6.295  C73 1.088
84 H -1.443 -0.858 -4.164  N74 1.020
85 H -0.162 -0.748 -5.035  N74 1.017
86 C 4.325 -3.783 1.242  O87 1.408, H92 1.091, H93 1.093, H94 1.091
87 O 2.972 -3.933 0.881  C86 1.408, C88 1.410
88 C 2.528 -5.163 0.355  O87 1.410, C89 1.577, H95 1.093, H96 1.094
89 C 0.957 -5.114 0.219  C88 1.577, C90 1.512, N91 1.481, H97 1.097
90 C 0.303 -6.004 -0.813  C89 1.512, H98 1.092, H99 1.090, H100 1.092
91 N 0.430 -3.731 0.153  C89 1.481, H101 1.019, H102 1.027
92 H 4.666 -2.772 1.011  C86 1.091
93 H 4.972 -4.412 0.627  C86 1.093
94 H 4.541 -3.939 2.301  C86 1.091
95 H 2.969 -5.498 -0.587  C88 1.093
96 H 2.681 -5.942 1.108  C88 1.094
97 H 0.625 -5.365 1.234  C89 1.097
98 H 0.478 -7.068 -0.640  C90 1.092
99 H 0.560 -5.802 -1.853  C90 1.090
100 H -0.773 -5.849 -0.712  C90 1.092
101 H 1.110 -3.248 0.738  N91 1.019
102 H 0.622 -3.450 -0.816  N91 1.027
103 C -6.007 5.975 -0.333  O104 1.415, H109 1.095, H110 1.088, H111 1.094
104 O -5.842 4.775 0.398  C103 1.415, C105 1.446
105 C -5.021 3.827 -0.320  O104 1.446, C106 1.528, H112 1.089, H113 1.096
106 C -5.135 2.502 0.431  C105 1.528, C107 1.526, N108 1.470, H114 1.094
107 C -4.450 2.377 1.789  C106 1.526, H115 1.095, H116 1.089, H117 1.094
108 N -4.692 1.415 -0.453  C106 1.470, H118 1.021, H119 1.015
109 H -5.029 6.463 -0.403  C103 1.095
110 H -6.704 6.594 0.229  C103 1.088
111 H -6.403 5.855 -1.346  C103 1.094
112 H -5.333 3.767 -1.362  C105 1.089
113 H -4.038 4.303 -0.223  C105 1.096
114 H -6.212 2.308 0.444  C106 1.094
115 H -3.357 2.381 1.726  C107 1.095
116 H -4.751 1.428 2.232  C107 1.089
117 H -4.623 3.225 2.458  C107 1.094
118 H -3.676 1.496 -0.507  N108 1.021
119 H -4.771 0.486 -0.052  N108 1.015
120 C 0.155 0.117 -0.556  C121 1.478, H123 1.096, H124 1.091, H125 1.093
121 C -0.167 0.307 0.874  C120 1.478, O122 1.420, H126 1.096, H127 1.101
122 O -1.545 0.586 1.074  C121 1.420, H128 0.970
123 H 0.315 1.096 -1.023  C120 1.096
124 H -0.656 -0.353 -1.115  C120 1.091
125 H 1.110 -0.411 -0.618  C120 1.093
126 H 0.508 1.041 1.329  C121 1.096
127 H 0.088 -0.619 1.410  C121 1.101
128 H -1.639 1.178 1.838  O122 0.970
129 C -3.851 -3.118 -3.804  C130 1.542, H132 1.085, H133 1.098, H134 1.089
130 C -3.175 -3.477 -2.464  C129 1.542, O131 1.409, H135 1.098, H136 1.094
131 O -2.401 -2.383 -2.029  C130 1.409, H137 0.994
132 H -4.457 -3.939 -4.173  C129 1.085
133 H -2.988 -2.933 -4.455  C129 1.098
134 H -4.236 -2.101 -3.738  C129 1.089
135 H -2.513 -4.347 -2.561  C130 1.098
136 H -3.958 -3.750 -1.751  C130 1.094
137 H -2.434 -2.359 -1.036  O131 0.994
138 C 1.948 -1.294 3.533  C139 1.541, H141 1.093, H142 1.089, H143 1.089
139 C 3.454 -1.117 3.807  C138 1.541, O140 1.397, H144 1.099, H145 1.096
140 O 3.643 -0.131 4.778  C139 1.397, H146 0.961
141 H 1.629 -1.674 4.507  C138 1.093
142 H 1.711 -2.004 2.742  C138 1.089
143 H 1.408 -0.377 3.301  C138 1.089
144 H 3.969 -0.901 2.860  C139 1.099
145 H 3.853 -2.110 4.044  C139 1.096
146 H 4.561 0.121 4.906  O140 0.961
147 C 4.045 0.556 -1.593  C148 1.519, H150 1.092, H151 1.095, H152 1.090
148 C 4.449 -0.309 -0.410  C147 1.519, O149 1.420, H153 1.096, H154 1.091
149 O 5.858 -0.211 -0.268  C148 1.420, H155 0.960
150 H 2.955 0.583 -1.635  C147 1.092
151 H 4.493 0.119 -2.491  C147 1.095
152 H 4.461 1.562 -1.640  C147 1.090
153 H 4.179 -1.360 -0.558  C148 1.096
154 H 3.891 -0.042 0.489  C148 1.091
155 H 6.312 -0.572 -1.033  O149 0.960

Results
E_LUMO	0.459	eV
frontier orbital gap	9.320	eV
SMILES	COC[C@H](C)N.COC[C@H](C)N.COC[C@H](C)N.COC[C@H](C)N.COC[C@H](C)N.COC[C@H](C)N.COC[C@H](C)N.CCO.CCO.CCO.CCO
molecular weight	808.24	u
total energy	-71916.8622	eV